1.
Below is a molecular structure, C27H23BrN6SW, with properties calculated with ωB97M-V with the def2-TZVPD basis set.

Cartesian coordinates (Å):
W -1.551 0.470 -1.172
C -1.200 1.021 3.253
C -1.899 -0.070 3.765
C -2.471 -0.976 2.894
C -2.338 -0.782 1.514
N -1.660 0.286 1.037
C -1.101 1.156 1.884
C -2.865 -1.666 0.473
C -3.591 -2.825 0.744
C -4.029 -3.624 -0.303
C -3.744 -3.278 -1.615
C -3.023 -2.125 -1.895
C -2.576 -1.290 -0.864
H -0.725 1.739 3.903
H -1.982 -0.214 4.833
H -3.001 -1.836 3.273
H -0.555 1.979 1.432
H -3.813 -3.124 1.758
H -4.585 -4.526 -0.091
H -4.077 -3.913 -2.424
H -2.807 -1.877 -2.926
N 5.594 1.417 -1.252
C 6.869 0.958 -1.024
C 8.120 1.486 -1.316
C 9.208 0.730 -0.926
C 9.066 -0.509 -0.267
C 7.831 -1.034 0.022
C 6.710 -0.286 -0.365
N 5.382 -0.558 -0.211
C 4.746 0.462 -0.745
C 3.304 0.533 -0.760
C 2.577 -0.551 -0.238
C 1.205 -0.522 -0.253
N 0.514 0.528 -0.747
C 1.199 1.585 -1.219
C 2.573 1.622 -1.262
H 5.354 2.266 -1.729
H 8.240 2.434 -1.820
H 10.205 1.095 -1.128
H 9.958 -1.050 0.011
H 7.713 -1.982 0.525
H 3.111 -1.401 0.159
H 0.614 -1.350 0.126
H 0.609 2.413 -1.610
H 3.051 2.498 -1.670
C -5.706 0.397 -1.539
N -5.397 0.891 -0.209
C -6.162 0.694 0.912
C -5.574 1.363 1.935
N -4.455 1.961 1.423
C -4.345 1.652 0.117
S -3.153 2.241 -1.001
H -6.578 -0.246 -1.466
H -4.855 -0.174 -1.915
H -5.918 1.239 -2.197
H -7.065 0.113 0.879
H -5.865 1.480 2.962
H -3.816 2.562 1.916
Br -1.271 0.517 -3.593

Forces on atoms 1 to 2 (eV/Å):
-0.029 0.181 0.140
0.005 0.003 -0.086

Values from the calculation:
E_HOMO (alpha / beta): -12.58 / -12.61 eV
total charge: +2
spin multiplicity: 3

---

2.
Below is a molecular structure, C27H23Cl2N5O4ReS2, with properties calculated with ωB97M-V with the def2-TZVPD basis set.

Cartesian coordinates (Å):
Re -0.151 -0.089 0.961
C -0.956 2.108 6.181
S 0.124 2.631 4.839
C -0.400 1.623 3.560
S 0.464 1.896 2.041
N -1.327 0.739 3.703
N -1.533 0.003 2.562
C -2.542 -0.789 2.575
C -2.778 -1.537 1.359
C -3.890 -2.327 1.138
C -4.041 -2.922 -0.106
C -3.082 -2.703 -1.082
C -1.980 -1.919 -0.786
N -1.833 -1.350 0.412
H -0.577 2.612 7.068
H -1.980 2.416 5.987
H -0.897 1.031 6.311
H -3.182 -0.845 3.448
H -4.620 -2.463 1.924
H -4.898 -3.550 -0.310
H -3.162 -3.156 -2.060
H -1.178 -1.771 -1.495
Cl 4.390 -6.006 1.097
C 3.275 -4.715 0.840
C 2.684 -4.572 -0.425
C 1.785 -3.563 -0.674
Cl 1.081 -3.410 -2.249
C 1.429 -2.639 0.325
O 0.550 -1.709 0.030
C 2.040 -2.792 1.581
C 1.686 -1.938 2.649
O 0.888 -0.975 2.584
C 2.958 -3.843 1.834
H 2.940 -5.265 -1.216
H 2.129 -2.115 3.634
H 3.398 -3.935 2.820
O 3.677 2.675 -4.177
C 4.326 1.961 -3.154
C 3.295 1.505 -2.162
C 3.664 0.769 -1.039
C 2.697 0.365 -0.151
N 1.399 0.650 -0.333
C 1.030 1.374 -1.405
C 1.952 1.811 -2.336
C -0.411 1.676 -1.469
C -0.981 2.473 -2.442
C -2.330 2.790 -2.370
C -2.958 3.712 -3.388
O -2.141 3.910 -4.513
C -3.063 2.288 -1.297
C -2.438 1.491 -0.369
N -1.138 1.165 -0.454
H 4.328 3.019 -4.797
H 5.064 2.576 -2.627
H 4.847 1.077 -3.538
H 4.700 0.516 -0.850
H 2.946 -0.204 0.734
H 1.654 2.391 -3.196
H -0.393 2.877 -3.253
H -3.090 4.685 -2.905
H -3.956 3.352 -3.648
H -2.403 3.317 -5.224
H -4.113 2.522 -1.177
H -2.977 1.096 0.480

Forces on atoms 1 to 2 (eV/Å):
-0.533 0.510 -0.157
-0.009 0.016 0.009

Values from the calculation:
E_HOMO (alpha / beta): -13.48 / -13.47 eV
total charge: +2
spin multiplicity: 2

---

3.
Below is a molecular structure, C27H23Cl3FeN5S, with properties calculated with ωB97M-V with the def2-TZVPD basis set.

Cartesian coordinates (Å):
Fe 0.665 0.139 -1.009
C -5.200 3.752 -0.526
C -3.982 2.913 -0.255
C -3.156 3.171 0.836
C -2.000 2.448 1.043
C -1.619 1.407 0.189
N -0.427 0.714 0.385
C -0.106 0.364 1.700
C -1.068 -0.140 2.582
C -0.735 -0.540 3.861
C 0.579 -0.488 4.322
C 0.950 -0.994 5.689
C 1.543 -0.002 3.454
C 1.202 0.433 2.181
N 2.222 0.971 1.352
C 3.228 1.778 1.731
C 4.071 1.925 0.657
C 3.487 1.161 -0.355
N 2.372 0.571 0.072
C -2.471 1.130 -0.881
C -3.614 1.889 -1.110
N -2.188 0.059 -1.771
C -3.090 -0.627 -2.507
C -2.395 -1.441 -3.365
C -1.050 -1.187 -3.081
N -0.937 -0.281 -2.123
H -5.708 4.019 0.401
H -4.928 4.681 -1.032
H -5.912 3.225 -1.161
H -3.410 3.971 1.522
H -1.360 2.684 1.884
H -2.091 -0.220 2.237
H -1.510 -0.930 4.510
H 0.095 -0.963 6.363
H 1.295 -2.029 5.640
H 1.750 -0.399 6.130
H 2.583 0.033 3.756
H 3.263 2.176 2.730
H 4.975 2.506 0.609
H 3.823 1.010 -1.365
H -4.212 1.691 -1.990
H -4.145 -0.493 -2.351
H -2.796 -2.136 -4.081
H -0.175 -1.643 -3.510
Cl 2.210 -0.784 -2.673
C 2.332 -2.512 -2.340
C 3.129 -3.243 -3.199
C 3.261 -4.604 -2.986
C 2.593 -5.190 -1.921
C 1.802 -4.426 -1.084
Cl 0.994 -5.224 0.224
C 1.628 -3.036 -1.248
S 0.616 -2.109 -0.196
H 3.634 -2.750 -4.019
H 3.878 -5.203 -3.641
H 2.678 -6.251 -1.732
Cl -0.437 2.669 -2.824
C 0.915 1.900 -1.917
H 1.219 2.629 -1.165
H 1.729 1.825 -2.643

Forces on atoms 1 to 2 (eV/Å):
0.204 -0.175 0.091
-0.010 0.001 0.001

Values from the calculation:
E_HOMO (alpha / beta): -7.11 / -7.28 eV
total charge: 0
spin multiplicity: 2

---

4.
Below is a molecular structure, C27H23ClN6O3S5Ti, with properties calculated with ωB97M-V with the def2-TZVPD basis set.

Cartesian coordinates (Å):
Ti -0.296 -0.834 1.411
C 5.496 0.476 1.449
C 4.920 -0.928 1.272
N 4.309 -1.152 -0.015
C 3.068 -0.653 -0.348
S 2.541 -0.937 -1.976
N 2.452 -0.036 0.618
N 1.121 0.286 0.410
C 0.843 1.495 -0.038
C 1.917 2.445 -0.462
C -0.545 1.814 -0.053
C -1.104 2.978 -0.617
C -2.465 3.120 -0.682
C -3.281 2.108 -0.155
C -2.677 1.017 0.423
N -1.349 0.858 0.489
H 5.925 0.599 2.448
H 6.277 0.673 0.710
H 4.700 1.209 1.324
H 5.707 -1.677 1.401
H 4.163 -1.104 2.039
H 4.856 -1.468 -0.794
H 2.746 1.899 -0.909
H 1.543 3.169 -1.187
H 2.293 3.003 0.402
H -0.459 3.743 -1.026
H -2.899 3.993 -1.155
H -4.360 2.173 -0.188
H -3.257 0.222 0.873
O -2.917 1.142 7.666
C -2.449 0.782 6.606
S -3.211 -0.396 5.540
C -1.996 -0.372 4.267
C -0.926 0.414 4.467
S 0.400 0.602 3.356
S -0.891 1.313 5.980
S -2.253 -1.352 2.848
Cl 0.122 -8.063 0.628
C 0.305 -6.343 0.954
C 1.339 -5.926 1.789
C 1.477 -4.564 2.038
C 0.616 -3.626 1.478
O 0.769 -2.340 1.747
C -0.444 -4.065 0.622
C -1.321 -3.161 0.002
O -1.260 -1.860 0.096
C -0.568 -5.457 0.379
H 2.011 -6.648 2.229
H 2.266 -4.196 2.682
H -2.091 -3.554 -0.664
H -1.356 -5.811 -0.274
N -0.122 1.851 -3.493
C -0.471 0.623 -2.969
N -1.735 0.371 -3.118
C -2.278 1.480 -3.726
C -3.597 1.762 -4.067
C -3.877 2.992 -4.639
C -2.865 3.934 -4.876
C -1.545 3.671 -4.547
C -1.272 2.437 -3.969
H 0.802 2.240 -3.427
H 0.311 0.064 -2.455
H -4.375 1.036 -3.866
H -4.898 3.239 -4.903
H -3.121 4.887 -5.322
H -0.765 4.402 -4.724

Forces on atoms 1 to 2 (eV/Å):
0.370 0.137 0.246
-0.003 -0.010 0.001

Values from the calculation:
E_HOMO (alpha / beta): -0.30 / -1.80 eV
total charge: -2
spin multiplicity: 3

---

5.
Below is a molecular structure, C27H23ClN6O7PdS2, with properties calculated with ωB97M-V with the def2-TZVPD basis set.

Cartesian coordinates (Å):
Pd -1.415 -0.729 2.089
S -3.523 -1.437 5.750
C -5.068 -0.983 5.147
C -4.917 -0.108 4.119
N -3.630 0.202 3.793
C -2.774 -0.420 4.534
H -5.975 -1.380 5.572
H -5.730 0.323 3.554
H -1.699 -0.273 4.551
N -2.878 -1.196 -2.407
C -3.793 -1.724 -1.545
O -4.954 -1.906 -1.899
C -3.300 -2.058 -0.193
C -4.231 -2.253 0.847
C -3.771 -2.548 2.102
C -2.375 -2.667 2.328
N -1.472 -2.646 1.307
C -1.953 -2.254 0.102
H -3.177 -0.965 -3.337
H -1.951 -0.936 -2.124
H -5.288 -2.173 0.631
H -4.460 -2.700 2.922
H -2.022 -3.125 3.248
H -1.219 -2.290 -0.698
O 4.247 -2.031 -4.948
S 3.660 -1.403 -6.116
O 3.238 -2.331 -7.153
O 4.376 -0.229 -6.602
C 2.098 -0.647 -5.540
N 1.267 -0.237 -6.498
C 0.160 0.364 -6.097
C -0.146 0.566 -4.761
C 0.782 0.100 -3.834
N 1.902 -0.502 -4.238
C 0.546 0.192 -2.376
C -0.339 1.116 -1.822
C -0.560 1.111 -0.455
N 0.018 0.245 0.372
C 0.883 -0.629 -0.152
C 1.188 -0.686 -1.502
H -0.522 0.691 -6.878
H -1.068 1.044 -4.460
H -0.831 1.854 -2.443
H -1.209 1.838 0.020
H 1.339 -1.311 0.555
H 1.905 -1.393 -1.896
C 3.254 3.951 0.336
C 3.537 2.538 0.763
C 4.583 1.813 0.219
C 4.852 0.528 0.669
Cl 6.215 -0.337 0.021
C 4.059 -0.058 1.634
C 3.003 0.655 2.186
C 2.752 1.956 1.770
O 1.797 2.756 2.302
C 1.163 2.330 3.504
C 0.096 1.215 3.314
O -0.964 1.551 2.745
O 0.362 0.089 3.806
H 3.926 4.255 -0.466
H 3.377 4.628 1.184
H 2.221 4.050 -0.002
H 5.206 2.249 -0.552
H 4.263 -1.068 1.965
H 2.373 0.187 2.932
H 0.652 3.222 3.868
H 1.915 2.011 4.233

Forces on atoms 1 to 2 (eV/Å):
0.211 -0.625 -0.457
0.057 0.158 -0.380

Values from the calculation:
E_HOMO: -2.29 eV
total charge: -2

---

6.
Below is a molecular structure, C27H23F3MnNO5S2 in a non-equilibrium geometry, with properties calculated with ωB97M-V with the def2-TZVPD basis set.

Cartesian coordinates (Å):
Mn -1.483 1.636 0.274
C 4.595 1.550 -3.181
O 4.999 1.837 -1.856
C 4.018 1.858 -0.899
C 4.440 2.278 0.379
C 3.496 2.379 1.371
C 2.142 2.086 1.164
C 1.132 2.370 2.193
C 1.548 2.413 3.655
O -0.048 2.562 1.924
C 1.727 1.556 -0.104
O 0.561 1.105 -0.317
C 2.716 1.493 -1.141
H 5.478 1.666 -3.805
H 3.816 2.239 -3.514
H 4.224 0.525 -3.271
H 5.478 2.536 0.539
H 3.820 2.732 2.342
H 2.486 2.937 3.825
H 1.673 1.385 4.002
H 0.752 2.885 4.227
H 2.373 1.157 -2.108
O -1.952 0.183 1.664
N -2.694 0.446 2.727
C -2.681 -0.482 3.705
C -3.397 -0.338 4.860
C -4.167 0.823 5.009
C -4.189 1.747 4.011
C -3.449 1.597 2.798
S -3.476 2.711 1.533
H -2.050 -1.329 3.482
H -3.358 -1.110 5.615
H -4.738 0.987 5.915
H -4.781 2.648 4.094
O -1.688 -0.024 -1.446
S -0.461 -0.667 -2.010
C -1.124 -1.938 -3.094
C -2.431 -2.365 -2.940
C -2.919 -3.356 -3.781
C -2.109 -3.900 -4.770
C -0.809 -3.443 -4.933
C -0.314 -2.454 -4.092
C 0.175 -1.799 -0.775
C 1.530 -2.070 -0.768
C 2.042 -2.935 0.190
C 1.194 -3.508 1.128
C -0.165 -3.212 1.114
C -0.684 -2.353 0.156
H -3.052 -1.899 -2.184
H -3.939 -3.702 -3.665
H -2.495 -4.674 -5.421
H -0.182 -3.850 -5.717
H 0.699 -2.083 -4.211
H 2.187 -1.581 -1.478
H 3.103 -3.149 0.210
H 1.594 -4.178 1.878
H -0.822 -3.646 1.857
H -1.733 -2.083 0.148
F -1.444 4.489 -0.954
C -1.594 3.151 -1.274
F -0.728 3.012 -2.359
F -2.843 3.148 -1.917

Forces on atoms 1 to 2 (eV/Å):
0.784 0.210 -0.213
0.007 -0.004 0.158

Values from the calculation:
E_HOMO (alpha / beta): -3.59 / -4.69 eV
total charge: -1
spin multiplicity: 6

---

7.
Below is a molecular structure, C27H23N3OOsP in a non-equilibrium geometry, with properties calculated with ωB97M-V with the def2-TZVPD basis set.

Cartesian coordinates (Å):
Os 0.350 0.343 -0.696
N 2.254 -0.399 -1.369
C 3.153 -0.847 -0.270
C 4.519 -0.842 -0.456
C 5.335 -1.252 0.594
C 4.785 -1.652 1.806
C 3.410 -1.658 1.980
C 2.579 -1.260 0.931
P 0.797 -1.183 1.002
C -0.002 -2.688 1.449
C -1.405 -2.728 1.439
C -2.052 -3.900 1.777
C -1.309 -5.030 2.111
C 0.079 -4.997 2.098
C 0.743 -3.828 1.766
C 0.205 0.339 1.698
C -0.969 0.531 2.464
C -1.422 1.802 2.677
C -0.776 2.937 2.107
C 0.334 2.795 1.333
C 0.840 1.483 1.091
H 2.757 0.266 -1.957
H 2.085 -1.206 -1.980
H 4.958 -0.533 -1.398
H 6.408 -1.255 0.461
H 5.431 -1.956 2.618
H 2.985 -1.965 2.928
H -1.981 -1.854 1.157
H -3.132 -3.943 1.778
H -1.820 -5.947 2.373
H 0.645 -5.883 2.349
H 1.824 -3.814 1.748
H -1.462 -0.319 2.917
H -2.280 1.959 3.319
H -1.162 3.925 2.322
H 0.860 3.657 0.946
H 1.873 1.385 0.712
O -1.499 0.255 -0.725
C -2.476 0.772 -1.494
C -3.718 0.137 -1.371
C -4.805 0.625 -2.060
C -4.656 1.746 -2.877
C -3.426 2.372 -3.009
C -2.307 1.897 -2.333
C -1.008 2.522 -2.472
N 0.137 2.039 -1.993
C 1.138 2.919 -2.349
C 0.588 3.943 -3.052
N -0.752 3.678 -3.117
H -3.795 -0.731 -0.730
H -5.768 0.141 -1.973
H -5.507 2.129 -3.424
H -3.354 3.226 -3.669
H 2.173 2.767 -2.094
H 1.030 4.812 -3.509
H -1.434 4.265 -3.574

Forces on atoms 1 to 2 (eV/Å):
-0.265 1.222 -0.025
-0.121 -0.154 -0.082

Values from the calculation:
E_HOMO (alpha / beta): -17.38 / -17.38 eV
total charge: +3

---

8.
Below is a molecular structure, C27H24AuBrNPS3 in a non-equilibrium geometry, with properties calculated with ωB97M-V with the def2-TZVPD basis set.

Cartesian coordinates (Å):
Au 1.652 1.149 -0.804
S 3.210 4.987 -2.700
C 2.541 3.641 -2.083
S 3.516 2.458 -1.189
S 0.873 3.111 -2.151
C -2.224 1.862 -1.374
C -2.055 0.748 -2.363
C -2.806 0.779 -3.533
C -2.715 -0.220 -4.488
C -1.857 -1.287 -4.290
C -1.096 -1.341 -3.134
C -1.186 -0.341 -2.167
P -0.060 -0.431 -0.745
C -1.096 -0.661 0.741
C -2.474 -0.821 0.596
C -3.292 -1.017 1.694
C -2.731 -1.065 2.960
C -1.360 -0.942 3.110
C -0.517 -0.745 2.020
C 0.963 -0.694 2.264
C 0.857 -1.985 -0.828
C 0.251 -3.231 -0.658
C 1.026 -4.372 -0.633
C 2.408 -4.266 -0.770
C 3.006 -3.031 -0.930
C 2.238 -1.864 -0.957
C 2.896 -0.527 -1.128
H -2.815 2.665 -1.812
H -1.266 2.288 -1.075
H -2.741 1.524 -0.475
H -3.470 1.618 -3.698
H -3.310 -0.157 -5.389
H -1.766 -2.068 -5.032
H -0.409 -2.165 -2.996
H -2.913 -0.806 -0.393
H -4.359 -1.138 1.558
H -3.357 -1.210 3.831
H -0.923 -0.992 4.100
H 1.166 -0.388 3.291
H 1.480 -0.007 1.599
H 1.401 -1.684 2.109
H -0.822 -3.298 -0.526
H 0.565 -5.340 -0.493
H 3.020 -5.158 -0.741
H 4.083 -2.958 -1.024
H 3.185 -0.374 -2.168
H 3.800 -0.460 -0.522
Br 0.436 3.172 5.963
C 0.705 2.910 4.114
C 1.987 2.918 3.589
C 2.127 2.699 2.229
N 1.101 2.477 1.412
C -0.121 2.496 1.933
C -0.379 2.708 3.278
H 2.852 3.090 4.213
H 3.107 2.707 1.763
H -0.940 2.330 1.247
H -1.391 2.704 3.654

Forces on atoms 1 to 2 (eV/Å):
-0.163 -0.297 -1.193
-0.199 -0.075 -0.043

Values from the calculation:
E_HOMO: -7.50 eV
total charge: 0

---

Computed values of DFT total energy (unit: eV) for the preceding records, in sequence: -120005.2183; -92846.4198; -118612.7204; -133275.7166; -89320.6468; -101244.6845; -46618.9352; -145408.7018.